(1)
Here is a single C5H6O3 molecule in a non-equilibrium geometry from the OMol25 dataset. Energies are from ωB97M-V/def2-TZVPD.

Computed properties:
Largest force on an atom   0.120 hartree/bohr
Kohn-Sham gap   9.80 eV
SMILES   O=C(O)C1=CCCO1
LUMO energy   0.0207 Ha
E_HOMO   -9.235 eV

Geometry as ORCA input:
```
! RIJCOSX wB97M-V def2-TZVPD def2/J DEFGRID3
* xyz 0 1
C 1.46350 0.60494 0.01978
H -1.97381 -1.84507 -0.24349
C 1.29953 -0.87867 0.10991
H 1.77285 -1.18355 -0.94113
C -0.65249 0.20623 -0.09096
H 1.86321 0.89140 1.04770
C 0.11761 1.23203 -0.19166
H 1.66172 -1.36354 1.06578
O -2.67327 -1.12775 -0.08848
O -0.14195 -1.04348 0.01808
H 2.40559 1.04027 -0.75719
H -0.15887 2.26840 -0.11736
O -2.85492 1.07142 0.16297
C -2.12870 0.12737 0.00604
*
```

=====

(2)
Here is a single C5H6O3 molecule in a non-equilibrium geometry from the OMol25 dataset. Energies are from ωB97M-V/def2-TZVPD.

Computed properties:
Largest force on an atom   0.055 hartree/bohr
Kohn-Sham gap   9.09 eV
SMILES   CC(=C=O)[C@H]1O[C@H]1O
LUMO energy   0.0291 Ha
E_HOMO   -8.301 eV

Geometry as ORCA input:
```
! RIJCOSX wB97M-V def2-TZVPD def2/J DEFGRID3
* xyz 0 1
H 2.25990 -0.73989 1.22037
C 0.16345 0.99142 -0.20807
C -2.13420 -0.07731 0.36418
H 2.26521 0.70672 -1.24044
H -2.30677 -0.30922 1.42048
C -0.04614 -1.25580 -0.40865
H -2.73056 -0.76734 -0.23936
O 1.29786 1.35212 0.53562
H -0.26074 1.82642 -0.76403
O 2.58122 -0.59007 0.31995
C 1.81083 0.37388 -0.31477
H -2.52005 0.93128 0.18242
O 0.29766 -2.27578 -0.87877
C -0.67767 -0.16643 0.01107
*
```

=====

(3)
Here is a single C5H6O3 molecule in a non-equilibrium geometry from the OMol25 dataset. Energies are from ωB97M-V/def2-TZVPD.

Computed properties:
Largest force on an atom   0.033 hartree/bohr
Kohn-Sham gap (alpha / beta)   9.17 / 7.61 eV
LUMO energy (alpha / beta)   0.0224 / -0.0014 Ha
E_HOMO (alpha / beta)   -8.565 / -7.650 eV

Geometry as ORCA input:
```
! RIJCOSX wB97M-V def2-TZVPD def2/J DEFGRID3
* xyz 0 1
H -2.59149 -0.16513 1.59488
C 2.40494 0.50063 -0.81576
H -0.98484 -1.85694 0.28140
O 0.73494 -0.88455 0.58307
O -2.52781 0.33625 -0.46099
H -0.22089 -1.23624 -1.22463
C -2.24126 0.59582 0.90544
C -0.43557 -1.02031 -0.17014
C -1.21426 0.29884 -0.08519
H 2.41781 1.50366 -1.22106
C 1.46487 0.17636 0.24005
O 2.73718 0.40732 0.58396
H -2.38849 1.62220 1.21692
H 2.84488 -0.27792 -1.42796
*
```